(1)
{"formula": "C10H28IN2O4Pd", "method": "ωB97M-V with the def2-TZVPD basis set", "elements": ["Pd", "I", "C", "C", "C", "O", "C", "N", "H", "H", "H", "H", "H", "H", "H", "H", "H", "H", "H", "C", "C", "C", "O", "C", "N", "H", "H", "H", "H", "H", "H", "H", "H", "H", "H", "H", "C", "C", "O", "O", "H", "H", "H", "H", "H", "H"], "positions_angstrom": [[-0.178, 0.257, 0.550], [1.958, 2.166, 0.431], [0.737, -2.533, -1.577], [1.101, -1.148, -2.068], [1.177, -1.134, -3.597], [-0.101, -1.457, -4.090], [-0.116, -1.786, -5.453], [0.093, -0.142, -1.647], [-0.198, -2.879, -2.032], [0.469, -2.593, -0.516], [1.542, -3.232, -1.787], [2.073, -0.859, -1.665], [1.899, -1.893, -3.928], [1.505, -0.175, -4.019], [-1.096, -2.160, -5.747], [0.608, -2.550, -5.749], [0.051, -0.885, -6.056], [-0.772, -0.488, -2.084], [0.249, 0.716, -2.176], [-0.225, -0.120, 5.020], [0.307, -0.026, 3.583], [0.787, -1.368, 3.025], [1.100, -1.218, 1.650], [2.467, -1.516, 1.337], [-0.775, 0.516, 2.672], [-0.739, 0.803, 5.276], [0.570, -0.398, 5.708], [-0.956, -0.937, 5.044], [1.141, 0.678, 3.521], [-0.021, -2.087, 3.188], [1.684, -1.651, 3.573], [2.719, -2.526, 1.650], [3.102, -0.737, 1.760], [2.579, -1.443, 0.258], [-1.586, -0.051, 2.945], [-0.976, 1.401, 3.139], [-2.306, 4.169, 0.143], [-2.394, 2.727, 0.654], [-1.671, 1.828, -0.166], [-2.299, 4.206, -1.295], [-1.391, 4.670, 0.469], [-3.225, 4.681, 0.423], [-3.458, 2.465, 0.613], [-2.083, 2.711, 1.693], [-1.957, 1.940, -1.082], [-1.395, 4.058, -1.592]], "total_charge": 1, "orbital_gap_ev": [9.3, 6.7], "spin_multiplicity": 3, "largest_force_ev_per_a": 1.698, "homo_energy_ev": [-11.77, -11.71], "relative_energy_kcal_mol": 0.0}



(2)
{"formula": "C10H29BaNO11P", "method": "ωB97M-V with the def2-TZVPD basis set", "elements": ["Ba", "P", "O", "O", "O", "O", "C", "C", "C", "O", "C", "N", "H", "H", "H", "H", "H", "H", "H", "H", "H", "H", "H", "C", "C", "O", "O", "H", "H", "H", "H", "H", "H", "C", "C", "O", "O", "H", "H", "H", "H", "H", "H", "C", "C", "O", "O", "H", "H", "H", "H", "H", "H"], "positions_angstrom": [[0.444, -0.100, -1.394], [2.120, 1.672, -3.447], [2.460, 2.566, -2.292], [0.557, 1.796, -3.422], [2.601, 0.223, -3.057], [2.927, 2.472, -4.509], [-2.449, 1.018, 2.122], [-1.163, 0.197, 2.036], [-1.449, -1.187, 1.567], [-2.019, -1.211, 0.237], [-2.457, -2.528, -0.209], [-0.081, 0.789, 1.312], [-2.168, 2.068, 2.030], [-3.003, 0.910, 3.054], [-3.084, 0.946, 1.238], [-0.831, 0.052, 3.064], [-2.233, -1.541, 2.236], [-0.631, -1.901, 1.666], [-1.652, -3.256, -0.116], [-3.029, -2.492, -1.136], [-3.199, -2.933, 0.479], [-0.203, 1.790, 1.374], [0.788, 0.713, 1.822], [1.352, -3.102, 0.442], [2.757, -3.731, 0.077], [3.020, -4.608, 1.183], [0.863, -2.466, -0.738], [1.420, -2.339, 1.217], [0.677, -3.886, 0.785], [3.607, -3.057, -0.030], [2.735, -4.283, -0.863], [2.383, -5.322, 1.104], [0.583, -3.203, -1.286], [3.182, 1.560, 2.130], [3.590, 1.404, 0.749], [2.467, 1.163, -0.160], [2.676, 0.368, 2.589], [2.462, 2.378, 2.159], [3.969, 2.061, 2.695], [4.422, 0.699, 0.744], [3.971, 2.324, 0.304], [2.593, 1.636, -0.986], [3.378, -0.089, 3.058], [-3.906, 2.761, -2.136], [-3.100, 1.555, -2.550], [-2.157, 1.313, -1.619], [-4.740, 2.596, -0.985], [-4.651, 3.051, -2.876], [-3.246, 3.595, -1.894], [-2.682, 1.714, -3.544], [-3.776, 0.706, -2.659], [-1.779, 2.153, -1.348], [-4.317, 2.984, -0.216]], "total_charge": -1, "orbital_gap_ev": 2.4, "largest_force_ev_per_a": 5.983, "homo_energy_ev": -1.09, "relative_energy_kcal_mol": 95.5}



(3)
{"formula": "C10H29ClN7O6RuS2", "method": "ωB97M-V with the def2-TZVPD basis set", "elements": ["Ru", "N", "C", "C", "C", "N", "H", "H", "H", "H", "H", "H", "H", "H", "H", "H", "O", "Cl", "O", "O", "O", "C", "C", "S", "O", "C", "C", "H", "H", "H", "H", "H", "H", "H", "H", "H", "H", "C", "S", "C", "O", "H", "H", "H", "H", "H", "H", "N", "N", "N", "C", "N", "N", "H", "H", "H"], "positions_angstrom": [[0.883, -0.052, 0.684], [2.490, 0.025, 1.935], [3.526, -1.034, 1.671], [2.999, -2.412, 2.033], [1.864, -2.900, 1.146], [0.648, -2.038, 1.279], [2.931, 0.943, 1.925], [2.131, -0.092, 2.885], [4.404, -0.789, 2.270], [3.811, -0.970, 0.619], [2.705, -2.437, 3.088], [3.825, -3.119, 1.944], [1.601, -3.927, 1.401], [2.159, -2.878, 0.098], [0.310, -2.079, 2.242], [-0.096, -2.432, 0.703], [-1.246, 2.336, 1.422], [-0.663, 1.854, 2.621], [0.527, 2.540, 2.968], [-1.574, 1.657, 3.656], [-0.161, 0.347, 2.263], [-4.376, -2.187, 0.160], [-3.780, -1.483, 1.370], [-2.704, -0.098, 0.945], [-1.517, -0.573, 0.097], [-3.701, 1.172, 0.102], [-3.219, 1.432, -1.312], [-5.002, -3.001, 0.527], [-3.603, -2.616, -0.475], [-5.012, -1.528, -0.428], [-3.154, -2.129, 1.985], [-4.526, -1.014, 2.015], [-3.625, 2.042, 0.748], [-4.718, 0.778, 0.150], [-2.188, 1.783, -1.317], [-3.851, 2.215, -1.733], [-3.306, 0.548, -1.941], [0.694, -1.978, -3.383], [0.798, -0.402, -2.563], [2.353, 0.183, -3.210], [1.132, -0.850, -1.078], [1.596, -2.558, -3.191], [0.582, -1.774, -4.449], [-0.194, -2.488, -3.017], [2.212, 0.342, -4.281], [3.129, -0.560, -3.029], [2.587, 1.133, -2.734], [0.636, 4.161, -2.490], [0.972, 3.480, -1.349], [1.797, 3.974, -0.450], [1.934, 2.966, 0.384], [1.203, 1.908, -0.019], [0.600, 2.260, -1.149], [1.024, 5.099, -2.420], [-0.373, 4.185, -2.599], [2.525, 3.032, 1.282]], "total_charge": 3, "orbital_gap_ev": [5.1, 5.2], "largest_force_ev_per_a": 2.725, "homo_energy_ev": [-17.91, -17.97], "relative_energy_kcal_mol": 33.5}



(4)
{"formula": "C10H29F3NO4PS4", "method": "ωB97M-V with the def2-TZVPD basis set", "elements": ["N", "C", "P", "C", "F", "F", "F", "H", "H", "H", "H", "H", "C", "S", "O", "C", "H", "H", "H", "H", "H", "H", "C", "S", "O", "C", "H", "H", "H", "H", "H", "H", "C", "S", "O", "C", "H", "H", "H", "H", "H", "H", "C", "S", "O", "C", "H", "H", "H", "H", "H", "H"], "positions_angstrom": [[1.563, -1.462, -3.102], [1.660, 0.005, -3.208], [1.272, 0.754, -1.564], [3.010, 1.159, -0.986], [3.525, 2.324, -1.441], [3.867, 0.180, -1.392], [3.095, 1.205, 0.367], [1.444, -1.740, -2.142], [2.429, -1.867, -3.414], [2.660, 0.291, -3.502], [0.971, 0.390, -3.945], [0.750, 2.020, -1.835], [0.218, 5.098, 1.658], [0.399, 3.320, 1.810], [0.378, 2.738, 0.440], [-1.233, 2.991, 2.463], [1.128, 5.484, 1.203], [-0.638, 5.324, 1.023], [0.090, 5.532, 2.649], [-1.994, 3.399, 1.797], [-1.338, 3.406, 3.466], [-1.330, 1.908, 2.513], [-5.389, 2.250, -0.703], [-3.636, 2.626, -0.579], [-3.169, 2.976, -1.946], [-3.068, 0.959, -0.265], [-5.910, 3.171, -0.952], [-5.544, 1.511, -1.488], [-5.746, 1.872, 0.255], [-3.379, 0.299, -1.069], [-3.465, 0.603, 0.684], [-1.980, 1.000, -0.221], [-0.793, -3.459, 0.044], [-2.435, -3.149, 0.694], [-2.930, -1.974, -0.071], [-1.900, -2.530, 2.295], [-0.897, -3.817, -0.977], [-0.214, -2.535, 0.043], [-0.300, -4.222, 0.647], [-1.230, -1.682, 2.150], [-1.397, -3.328, 2.842], [-2.785, -2.215, 2.843], [4.083, -1.933, 0.022], [3.554, -3.511, -0.651], [2.331, -3.250, -1.455], [3.008, -4.207, 0.915], [4.424, -1.318, -0.807], [3.243, -1.447, 0.517], [4.903, -2.096, 0.722], [2.246, -3.561, 1.353], [3.861, -4.301, 1.586], [2.591, -5.191, 0.713]], "orbital_gap_ev": 8.8, "largest_force_ev_per_a": 1.493, "homo_energy_ev": -8.49, "relative_energy_kcal_mol": 0.0}